# 1
Molecular formula: C5H9NO4
Method: DFT, the ωB97M-V functional and the def2-TZVPD basis

Each line ends with the Löwdin charge.
Atoms and positions in Å:
C1 -3.7281 0.2140 0.3761  -0.0338
O1 -2.3619 0.2325 0.7896  -0.0321
C2 -1.4311 -0.0078 -0.1161  -0.5078
O2 -1.6567 -0.1655 -1.2969  0.1200
C3 -0.0652 -0.1169 0.5233  -0.0351
C4 1.0446 0.3997 -0.3934  -0.3714
O3 0.9382 1.7733 -0.6410  0.0228
C5 2.3774 0.0600 0.1933  -0.1157
N1 3.4160 0.3271 0.6928  0.1558
H1 -4.3159 0.4403 1.2694  0.0953
H2 -3.9040 0.9725 -0.3956  0.1004
H3 -3.9942 -0.7790 -0.0060  0.1016
H4 -0.0641 0.4234 1.4780  0.1387
H5 0.0921 -1.1832 0.7478  0.1507
H6 0.9785 -0.1092 -1.3671  0.1603
H7 0.8062 2.2409 0.1940  0.1143
O4 3.8586 -1.9404 -0.5759  -0.1776
H8 4.3614 -1.1415 0.0003  0.0963
H9 3.6481 -1.6401 -1.4728  0.0174

The calculation puts the lowest unoccupied orbital energy at 0.0180 Eh. The gap between HOMO and LUMO comes out at 10.96 eV. Its HOMO energy is -0.385 hartree. The SMILES is COC(=O)C[C@@H](O)C#N.O.

---

# 2
Molecular formula: C2H7O2PS2
Method: DFT, the ωB97M-V functional and the def2-TZVPD basis

Each line ends with the Löwdin charge.
Atoms and positions in Å:
C1 1.1250 -1.4278 -1.2483  -0.1446
O1 -0.0887 -0.7439 -1.6299  -0.3417
P1 -0.7973 0.0061 -0.3460  -0.0141
S1 -2.5606 0.6598 -0.8695  0.2492
S2 -0.7566 -1.3372 1.3288  0.5103
O2 0.3392 1.0564 0.1168  -0.3665
C2 -0.0238 2.0247 1.1244  -0.1371
H1 1.7406 -0.7610 -0.7105  0.0635
H2 1.7227 -1.6566 -2.0391  0.0529
H3 0.8814 -2.3753 -0.7094  0.0804
H4 -1.0672 -2.4831 0.7562  -0.1807
H5 -0.9717 2.5134 0.8804  0.0622
H6 0.6594 2.8388 1.1848  0.0754
H7 -0.2022 1.6857 2.1612  0.0906

The calculation puts the lowest unoccupied orbital energy at 0.0156 Eh. The gap between HOMO and LUMO comes out at 9.35 eV. Its HOMO energy is -0.328 hartree. The SMILES is COP(=S)(S)OC.

---

# 3
Molecular formula: C5H8N
Method: DFT, the ωB97M-V functional and the def2-TZVPD basis

Each line ends with the Löwdin charge.
Atoms and positions in Å:
C1 -2.6272 -0.0074 -0.2926  0.1980
N1 -1.3556 -0.0424 -0.0113  -0.0270
C2 -0.2177 0.5427 0.6233  -0.0606
C3 0.7872 -0.0121 -0.4765  -0.1451
C4 2.2888 0.0693 -0.1215  -0.0374
C5 -0.1636 -0.9180 0.3769  0.0365
H1 -3.2405 -0.8270 -0.6719  0.1152
H2 -3.2881 0.8683 -0.1636  0.1222
H3 -0.2396 1.4170 1.3087  0.1837
H4 0.3950 0.2488 -1.4293  0.1241
H5 2.3406 0.1461 0.9860  0.0915
H6 2.6729 1.1124 -0.3661  0.1074
H7 3.0002 -0.6323 -0.5920  0.0933
H8 -0.3522 -1.9653 0.8300  0.1980

The calculation puts the lowest unoccupied orbital energy at -0.1737 Eh. Its net charge is +1. The gap between HOMO and LUMO comes out at 10.87 eV. Its HOMO energy is -0.573 hartree. The SMILES is C=[N+]1[C@@H]2[C@@H](C)[C@@H]21.

---

# 4
Molecular formula: C6H15NO
Method: DFT, the ωB97M-V functional and the def2-TZVPD basis

Each line ends with the Löwdin charge.
Atoms and positions in Å:
C1 -2.3256 0.4441 -1.5419  -0.1350
C2 -0.8624 0.8649 -1.5202  -0.2678
C3 -0.0325 0.3827 -0.3360  -0.1211
C4 -0.7248 -0.1145 0.6930  -0.1728
N1 -0.1006 -0.4998 1.9027  -0.0571
C5 1.2072 -1.2073 1.8077  -0.2461
C6 1.3388 -2.2610 0.6906  -0.0956
H1 -2.4297 -0.6355 -1.4252  0.0740
H2 -2.7079 0.6725 -2.5420  0.0738
H3 -2.9430 0.9624 -0.8157  0.0715
H4 -0.3389 0.4949 -2.4166  0.1066
H5 -0.8768 1.9512 -1.6274  0.0955
H6 1.0057 0.6594 -0.2308  0.0849
H7 -1.8006 -0.1791 0.7199  0.1051
H8 -0.7464 -0.9728 2.5184  0.1013
H9 1.4891 -1.6464 2.7607  0.1060
H10 1.8130 -0.3211 1.6096  0.0918
H11 1.4166 -3.2494 1.1603  0.0627
H12 0.5200 -2.3209 -0.0332  0.0674
H13 2.3124 -2.0761 0.2320  0.0691
O1 1.7473 3.3855 -0.6724  -0.0555
H14 0.9271 3.1688 -0.2144  0.0247
H15 2.1119 2.4977 -0.7191  0.0167

The calculation puts the lowest unoccupied orbital energy at 0.0337 Eh. The gap between HOMO and LUMO comes out at 8.94 eV. Its HOMO energy is -0.295 hartree. The SMILES is CC/C=C/NCC.O.

---

# 5
Molecular formula: C15H23IMgN2Si
Method: DFT, the ωB97M-V functional and the def2-TZVPD basis

Each line ends with the Löwdin charge.
Atoms and positions in Å:
C1 3.5581 4.1760 0.9372  -0.1789
C2 4.7419 3.2774 0.5669  -0.1776
H1 3.2346 4.7785 0.0814  0.0615
H2 3.8211 4.8643 1.7479  0.0613
H3 2.6991 3.5831 1.2701  -0.0033
H4 4.4356 2.4810 -0.1202  0.0546
H5 5.5372 3.8506 0.0779  0.0570
H6 5.1725 2.8026 1.4552  0.0596
C3 -2.8389 0.9880 -0.8793  -0.1191
C4 -4.0492 0.9217 -1.5598  -0.0324
C5 -4.3002 -0.1771 -2.3801  -0.0412
C6 -3.3323 -1.1686 -2.4897  -0.0006
H7 -2.5779 1.8154 -0.2235  0.0296
H8 -4.7755 1.7193 -1.4441  0.1124
H9 -5.2343 -0.2625 -2.9266  0.1138
H10 -3.5085 -2.0309 -3.1225  0.1049
N1 -1.9013 0.0322 -0.9825  0.0290
C7 -2.1342 -1.0432 -1.7786  -0.1940
C8 -1.0522 -2.0389 -1.8306  -0.1870
N2 0.0533 -1.7640 -1.0766  0.0105
C9 1.0761 -2.6403 -1.0853  -0.1166
C10 -0.0647 -4.1038 -2.6004  -0.0382
C11 1.0584 -3.8126 -1.8269  -0.0365
H11 1.9264 -2.3712 -0.4691  0.1177
H12 1.9131 -4.4796 -1.7932  0.1128
C12 -1.1241 -3.2056 -2.5973  0.0015
H13 -2.0087 -3.4085 -3.1897  0.1058
H14 -0.1151 -5.0113 -3.1935  0.1144
Mg1 0.0000 0.0000 0.0000  0.1869
I1 -0.2103 2.2279 1.2877  0.2642
C13 1.3524 -0.5319 3.3449  -0.2901
Si1 -0.1070 -1.0859 2.3164  0.2675
C14 -0.0462 -2.9452 2.1606  -0.2877
C15 -1.6982 -0.6270 3.1820  -0.2817
H15 2.2933 -0.8213 2.8334  0.0187
H16 1.3085 -1.0184 4.3407  0.0245
H17 1.3285 0.5687 3.4753  -0.0094
H18 -0.1087 -3.3996 3.1707  0.0243
H19 -0.8997 -3.2929 1.5440  0.0202
H20 0.9072 -3.2500 1.6852  0.0079
H21 -1.7298 -1.1193 4.1755  0.0261
H22 -1.7560 0.4710 3.3190  -0.0129
H23 -2.5599 -0.9688 2.5723  0.0205

The calculation puts the lowest unoccupied orbital energy (spin up / spin down) at -0.0423 / -0.0423 Eh. The gap between HOMO and LUMO (spin up / spin down) comes out at 4.54 / 4.54 eV. Its HOMO energy (spin up / spin down) is -0.209 / -0.209 hartree.

---

# 6
Molecular formula: C43H49AsBr2ClN8O7PRbS
Method: DFT, the ωB97M-V functional and the def2-TZVPD basis

Each line ends with the Löwdin charge.
Atoms and positions in Å:
Rb1 0.2245 -0.2074 -0.1507  0.9383
C1 -2.1560 2.6597 -0.3461  -0.2194
C2 -1.1079 3.5824 0.3068  -0.2032
N1 0.1839 2.9361 0.3622  -0.1034
C3 1.3691 3.6946 0.0543  -0.2768
C4 1.5064 3.9336 -1.4579  -0.4506
S1 1.4738 2.3942 -2.4170  0.8709
C5 -0.0423 2.5150 -3.4044  -0.4675
C6 -1.3490 2.8259 -2.6708  -0.2749
N2 -1.5928 1.9982 -1.5080  -0.0949
H1 -3.0629 3.2459 -0.5709  0.1119
H2 -2.4364 1.8830 0.3696  0.0864
H3 -1.4771 3.8899 1.2939  0.1164
H4 -1.0116 4.4984 -0.2844  0.1034
H5 0.2829 2.3729 1.1918  0.0757
H6 2.2278 3.1148 0.3994  0.1100
H7 1.4106 4.6758 0.5563  0.1131
H8 2.4558 4.4313 -1.6604  0.0660
H9 0.7136 4.5906 -1.8221  0.0648
H10 -0.1056 1.5310 -3.8773  0.0659
H11 0.0910 3.2499 -4.2025  0.0689
H12 -2.1669 2.7638 -3.4026  0.1161
H13 -1.3184 3.8693 -2.3473  0.0973
H14 -2.1114 1.1624 -1.7423  0.1005
O1 0.0013 -3.0648 -2.2132  -0.3398
Cl1 -0.9132 -3.0712 -1.0941  0.6479
O2 -1.9228 -4.0814 -1.2615  -0.3206
O3 -0.1574 -3.2751 0.1413  -0.3992
O4 -1.5535 -1.7534 -1.0108  -0.5935
N3 2.4073 -2.6169 1.6181  0.0813
N4 1.8161 -2.6508 2.8918  0.0032
C7 0.8036 -1.8921 3.3226  -0.3902
N5 0.4026 -2.0575 4.6055  0.1808
N6 0.3623 -0.9791 2.4616  0.0800
N7 -0.7970 -0.3246 2.7405  -0.4418
O5 -0.9815 0.6774 2.0561  -0.1060
O6 -1.6249 -0.7217 3.5660  -0.0066
H15 1.7529 -3.0476 0.9708  0.0515
H16 2.5451 -1.6426 1.3181  0.0394
H17 2.2841 -3.2414 3.5559  0.1368
H18 0.7034 -2.8917 5.0794  0.1052
H19 -0.5302 -1.7257 4.7979  0.0808
C8 2.0412 -1.4046 -3.8160  -0.0376
C9 3.2417 -1.0414 -2.9891  -0.3313
C10 4.5323 -1.1336 -3.5680  -0.0259
C11 5.6116 -0.6921 -2.8737  -0.0453
C12 5.4376 -0.1544 -1.5753  -0.1998
C13 6.4873 0.4087 -0.8034  -0.6463
Br1 8.2657 0.4748 -1.4847  0.7008
C14 6.2345 0.9242 0.4319  -0.2056
C15 4.9451 0.8678 0.9748  -0.6162
Br2 4.6846 1.5781 2.7134  0.7113
C16 3.8467 0.2854 0.3258  -0.4672
O7 2.6999 0.1565 0.8484  -0.2675
C17 4.1325 -0.1810 -1.0396  -0.1272
N8 3.0574 -0.6147 -1.7663  0.1485
H20 2.0506 -0.8421 -4.7536  0.0803
H21 1.1252 -1.1920 -3.2734  0.0510
H22 2.0304 -2.4678 -4.0652  0.0821
H23 4.6407 -1.5418 -4.5661  0.1086
H24 6.6048 -0.7343 -3.3003  0.0680
H25 7.0310 1.3762 1.0076  0.0844
C18 -4.8686 -0.4658 2.2854  -0.4236
C19 -6.3030 -0.9701 2.2643  -0.4507
As1 -7.3839 0.0885 3.5153  1.2890
C20 -9.1631 -0.4026 2.8779  -0.4283
C21 -9.4082 -1.5983 2.2108  -0.1118
C22 -10.6933 -1.9177 1.7828  -0.0917
C23 -11.7448 -1.0471 2.0199  -0.1028
C24 -11.5106 0.1447 2.6963  -0.0957
C25 -10.2305 0.4598 3.1249  -0.1313
C26 -7.2179 1.7697 2.5274  -0.4242
C27 -6.5480 2.8310 3.1256  -0.1308
C28 -6.3343 4.0169 2.4299  -0.0900
C29 -6.7987 4.1490 1.1305  -0.0915
C30 -7.4751 3.0947 0.5269  -0.0980
C31 -7.6805 1.9113 1.2202  -0.1169
P1 -3.6896 -1.0563 0.9924  1.0955
C32 -3.9143 -2.8680 1.1923  -0.3571
C33 -2.9265 -3.5506 1.8954  -0.1015
C34 -3.0262 -4.9175 2.1215  -0.0778
C35 -4.1235 -5.6208 1.6533  -0.0916
C36 -5.1234 -4.9512 0.9571  -0.0838
C37 -5.0161 -3.5886 0.7272  -0.1063
C38 -4.5818 -0.6753 -0.5598  -0.3630
C39 -5.1457 0.5950 -0.7004  -0.1168
C40 -5.6949 1.0052 -1.9076  -0.0929
C41 -5.6810 0.1527 -3.0027  -0.0989
C42 -5.1047 -1.1054 -2.8806  -0.0764
C43 -4.5538 -1.5155 -1.6746  -0.0945
H26 -4.3717 -0.7098 3.2280  0.0702
H27 -4.8499 0.6266 2.2117  0.0519
H28 -6.3525 -2.0187 2.5608  0.0584
H29 -6.7478 -0.8853 1.2690  0.0624
H30 -8.6008 -2.2929 2.0138  0.0895
H31 -10.8657 -2.8485 1.2561  0.0998
H32 -12.7431 -1.2934 1.6803  0.0964
H33 -12.3271 0.8302 2.8879  0.0981
H34 -10.0604 1.3952 3.6469  0.0985
H35 -6.1775 2.7307 4.1394  0.0906
H36 -5.8010 4.8317 2.9034  0.0996
H37 -6.6313 5.0693 0.5849  0.0996
H38 -7.8353 3.1909 -0.4903  0.0995
H39 -8.1981 1.0910 0.7351  0.1087
H40 -2.0551 -3.0102 2.2460  0.0846
H41 -2.2270 -5.4346 2.6380  0.1023
H42 -4.1979 -6.6889 1.8167  0.0964
H43 -5.9847 -5.4932 0.5853  0.0975
H44 -5.7936 -3.0836 0.1664  0.1007
H45 -5.1606 1.2807 0.1405  0.0883
H46 -6.1219 1.9981 -1.9889  0.0909
H47 -6.1058 0.4697 -3.9474  0.0947
H48 -5.0679 -1.7730 -3.7329  0.1029
H49 -4.0668 -2.4807 -1.6098  0.0930

The calculation puts the lowest unoccupied orbital energy at 0.0674 Eh. Its net charge is -1. The gap between HOMO and LUMO comes out at 6.18 eV. Its HOMO energy is -0.160 hartree.

---

Record order is preserved below.
Relative energy (zero: lowest compared OMol25 entry of this formula, charge and spin): 2.705 0.941 4.502 2.118 0.000 0.521 eV
Record order is preserved below.
Molar mass: 147.1 158.2 82.1 117.2 410.7 1208.6 g mol⁻¹